C6H13NO5 | ωB97M-V with the def2-TZVPD basis set

Computed properties:
HOMO (alpha / beta) = -10.19 / -9.96 eV
gap between HOMO and LUMO (alpha / beta) = 5.78 / 9.33 eV

Each line ends with the natural charge from an NBO analysis.
Geometry (Å):
N: 2.636 -3.857 -3.723  0.67
O: 2.223 -5.054 -3.739  -0.24
O: 1.812 -2.900 -3.520  -0.18
O: 3.864 -3.620 -3.903  -0.25
C: -0.983 2.856 2.019  -0.61
C: -0.833 1.345 1.815  -0.39
C: -0.388 0.925 0.394  -0.23
C: 0.931 1.562 0.033  -0.61
C: -0.376 -0.643 0.206  0.08
C: -1.744 -1.237 0.388  -0.64
O: -0.059 -1.076 -1.168  -0.15
O: 1.234 -1.002 -1.383  -0.17
H: -1.383 3.064 3.018  0.22
H: -0.017 3.364 1.932  0.21
H: -1.671 3.296 1.291  0.20
H: -0.103 0.953 2.537  0.20
H: -1.789 0.863 2.058  0.20
H: -1.173 1.284 -0.288  0.20
H: 1.720 1.257 0.728  0.21
H: 1.227 1.286 -0.983  0.23
H: 0.835 2.648 0.090  0.21
H: 0.333 -1.102 0.914  0.19
H: -2.113 -1.090 1.410  0.22
H: -2.464 -0.802 -0.323  0.22
H: -1.720 -2.317 0.198  0.23